1.
Here is the molecule C6H7NS2 from the Open Molecules 2025 dataset. Energies are from ωB97M-V/def2-TZVPD.

Summary:
gap between HOMO and LUMO	6.738	eV
relative energy (zero: lowest compared OMol25 entry of this formula, charge and spin)	347.70	kJ/mol
total charge	0

Structure (XYZ):
```
16
C6H7NS2 ωB97M-V/def2-TZVPD
H -0.24 1.91 -1.99
H -0.10 -2.20 -0.69
H -2.09 1.72 -1.99
C -0.92 0.79 -0.51
S 0.51 -3.55 2.46
C -1.18 1.98 -1.41
C 0.33 -1.79 0.19
C 1.93 -0.68 1.38
C 0.44 -2.65 1.21
H -1.19 -0.17 -1.04
N 0.40 0.64 0.05
S 3.36 -0.77 2.01
C 0.97 -0.54 0.46
H 0.82 1.53 0.28
H -1.34 2.84 -0.74
H -1.69 0.94 0.34
```


2.
Here is the ion C6H7O with charge +1 from the Open Molecules 2025 dataset. Energies are from ωB97M-V/def2-TZVPD.

Summary:
gap between HOMO and LUMO	8.968	eV
relative energy (zero: lowest compared OMol25 entry of this formula, charge and spin)	67.10	kJ/mol
total charge	+1

Structure (XYZ):
```
14
C6H7O ωB97M-V/def2-TZVPD
H -1.21 2.80 -0.63
H -2.98 -1.59 0.62
H 1.72 -0.97 -0.58
C -0.54 2.02 -0.42
H -0.62 -2.50 0.33
C -0.97 0.72 -0.18
C -2.19 -1.08 0.17
C 1.35 -0.22 0.10
C -0.92 -1.51 0.29
H 1.73 0.86 -0.27
H 1.91 -0.44 1.05
H 0.47 2.17 -0.28
C -0.10 -0.40 0.06
O -2.23 0.23 -0.06
```


3.
Here is the ion C6H7O3 with charge -1 from the Open Molecules 2025 dataset. Energies are from ωB97M-V/def2-TZVPD.

Summary:
gap between HOMO and LUMO (alpha / beta)	7.108 / 6.580	eV
relative energy (zero: lowest compared OMol25 entry of this formula, charge and spin)	226.77	kJ/mol
total charge	-1

Structure (XYZ):
```
16
C6H7O3 ωB97M-V/def2-TZVPD
C -0.75 1.04 -1.38
C 0.43 -1.88 -0.15
H 0.07 0.32 2.36
H -1.32 -1.21 0.91
H 0.37 -2.82 0.35
C 0.38 0.35 1.28
H 1.53 0.08 1.34
H -0.76 3.11 -0.61
H -0.08 -1.48 -2.11
C -0.52 2.00 -0.53
O -0.05 -2.19 -1.46
O -1.17 0.63 -2.48
C 0.18 1.80 0.74
C -0.29 -0.81 0.55
O 0.56 2.65 1.55
H 1.42 -1.61 -0.36
```


4.
Here is a cluster of 2 separate species, C6H7O5S in total from the Open Molecules 2025 dataset. Energies are from ωB97M-V/def2-TZVPD.

Summary:
gap between HOMO and LUMO (alpha / beta)	5.525 / 4.608	eV
total charge	-1
2S+1	3

Structure (XYZ):
```
19
C6H7O5S ωB97M-V/def2-TZVPD
S 2.62 -0.52 1.32
C -0.79 1.00 0.01
H -1.69 2.71 1.21
C 1.52 -0.92 -1.11
H 2.00 -2.48 0.18
O 0.38 1.10 0.48
O 5.46 -0.33 -0.46
H -1.89 1.11 1.71
H 0.57 -0.43 -1.38
C 3.22 0.31 -0.12
H 0.31 -1.54 0.67
H -2.87 1.37 0.36
O 5.13 1.84 -0.04
O 2.69 -0.06 -1.19
C -1.93 1.75 0.79
C 1.43 -1.53 0.28
C 4.88 0.70 -0.15
H 1.68 -1.79 -1.86
O -1.12 0.18 -0.83
```


5.
Here is the molecule C6H7P from the Open Molecules 2025 dataset. Energies are from ωB97M-V/def2-TZVPD.

Summary:
gap between HOMO and LUMO	7.862	eV
structure (SMILES)	C=C1C=PC(=C)C1
relative energy (zero: lowest compared OMol25 entry of this formula, charge and spin)	289.41	kJ/mol
total charge	0

Structure (XYZ):
```
14
C6H7P ωB97M-V/def2-TZVPD
H 0.60 0.89 -0.92
H -0.18 -2.97 -0.24
H -3.67 1.24 0.07
P -1.98 -1.42 -0.04
H 2.47 -2.08 0.34
C -0.38 -1.90 -0.02
C 0.67 -0.91 0.06
C 0.24 0.52 -0.04
H 2.75 -0.42 -0.21
C -1.63 0.36 0.04
H 0.67 1.18 0.78
H -2.27 2.39 -0.11
C 1.97 -1.22 0.03
C -2.57 1.33 0.02
```


6.
Here is a structure of composition C6H8 from the Open Molecules 2025 dataset. Energies are from ωB97M-V/def2-TZVPD.

Summary:
gap between HOMO and LUMO	9.361	eV
relative energy (zero: lowest compared OMol25 entry of this formula, charge and spin)	332.14	kJ/mol
total charge	0

Structure (XYZ):
```
14
C6H8 ωB97M-V/def2-TZVPD
H 0.36 -1.88 1.56
H -0.41 0.63 -1.91
H 1.89 0.95 -0.89
H -1.09 -1.67 -0.73
H 1.59 -1.23 0.43
C 1.05 0.92 -0.18
C 1.38 -0.02 0.98
C -1.45 0.42 0.06
C 0.42 -1.05 0.85
C -0.64 -0.83 -0.19
H -2.43 0.46 -0.41
H -1.39 0.88 1.04
H 0.98 1.94 0.23
C -0.25 0.47 -0.84
```


Question: Which of these has the highest total charge?
Answer: C6H7O


Question: What is the total charge in the fourth record?
Answer: -1